No. 1
Molecular formula: C6H9NO
Method: DFT, ωB97M-V/def2-TZVPD

## Properties
Total energy   -363.74359 a.u.
HOMO-LUMO gap   8.9 eV
F_max   0.1226 Eh/bohr
ΔE to the lowest compared entry with this formula, charge and spin   176.1 kcal/mol
LUMO   0.939 eV

Element x y z (Å)
C1 0.72 -0.30 -0.49
C2 1.59 1.03 -0.61
C3 0.23 1.05 0.22
C4 -1.31 -0.18 0.57
C5 -1.66 0.02 -0.88
C6 -0.51 -0.88 -0.67
H1 0.83 -1.56 0.85
H2 2.68 1.09 -0.33
H3 1.49 1.86 -1.45
H4 -0.45 1.65 -0.41
H5 -0.03 0.21 2.19
H6 -1.98 -0.95 0.88
H7 -2.55 -0.52 -1.15
H8 -1.44 0.89 -1.27
H9 -0.83 -1.95 -0.61
N1 -0.50 0.54 1.36
O1 1.42 -1.11 0.36

***

No. 2
Molecular formula: C5H17ClO6PSr
Method: DFT, ωB97M-V/def2-TZVPD

## Properties
Total energy   -1484.04916 a.u.
HOMO-LUMO gap   3.4 eV
Total charge   +1
F_max   0.0374 Eh/bohr
ΔE to the lowest compared entry with this formula, charge and spin   168.4 kcal/mol
LUMO   -7.393 eV

Element x y z (Å)
Sr1 2.38 1.60 4.94
Cl1 0.36 3.99 1.09
C1 -3.69 7.30 -2.51
O1 -3.54 7.23 -1.10
H1 -4.56 7.91 -2.74
H2 -2.89 7.81 -3.05
H3 -3.88 6.36 -3.01
H4 -2.71 6.80 -0.90
C2 5.96 3.91 -2.10
O2 5.03 4.91 -1.96
H5 6.72 4.10 -2.86
H6 6.42 3.73 -1.13
H7 5.38 3.04 -2.42
H8 4.29 4.53 -1.48
C3 -2.76 -2.22 1.07
O3 -1.91 -3.26 0.51
P1 -0.53 -3.74 1.24
O4 0.28 -2.69 1.90
O5 -1.01 -4.95 2.25
C4 -1.88 -6.01 1.68
O6 0.32 -4.59 0.12
C5 1.64 -5.14 0.43
H9 -3.37 -1.65 0.37
H10 -2.17 -1.54 1.68
H11 -3.55 -2.62 1.70
H12 -2.78 -6.11 2.29
H13 -1.40 -6.97 1.87
H14 -2.13 -5.89 0.63
H15 2.38 -4.36 0.58
H16 1.95 -5.73 -0.44
H17 1.64 -5.74 1.33

***

No. 3
Molecular formula: C6H34O12
Method: DFT, ωB97M-V/def2-TZVPD

## Properties
Total energy   -1151.80777 a.u.
HOMO-LUMO gap   8.5 eV
F_max   0.0471 Eh/bohr
ΔE to the lowest compared entry with this formula, charge and spin   80.5 kcal/mol
LUMO   -0.060 eV

Element x y z (Å)
C1 0.51 3.81 -0.07
C2 0.12 2.38 0.21
C3 -1.19 2.10 0.30
C4 -2.29 3.07 -0.16
C5 0.82 0.00 0.51
C6 1.07 1.30 0.54
H1 -0.34 4.45 0.05
H2 0.86 3.85 -1.11
H3 1.39 4.15 0.49
H4 -1.66 1.21 0.68
H5 -2.39 3.88 0.56
H6 -3.22 2.48 -0.12
H7 -2.22 3.35 -1.21
H8 -0.20 -0.28 0.30
H9 1.53 -0.78 0.76
H10 2.06 1.76 0.52
H11 4.02 2.44 -0.51
H12 4.28 1.12 -1.20
O1 4.11 2.05 -1.38
H13 1.98 -2.70 -1.66
H14 0.51 -2.93 -1.38
O2 1.37 -3.38 -1.34
H15 2.60 -2.73 -0.03
H16 2.90 -2.82 1.44
O3 3.35 -2.71 0.59
H17 2.30 1.98 -3.62
H18 2.28 2.14 -2.07
O4 1.73 1.92 -2.85
H19 0.05 -4.24 1.73
H20 0.25 -4.23 0.17
O5 -0.37 -4.39 0.88
H21 -2.13 -0.68 2.06
H22 -1.11 -1.11 3.28
O6 -1.25 -0.74 2.43
H23 -1.94 -2.86 0.35
H24 -2.98 -3.26 1.31
O7 -2.85 -2.62 0.60
H25 0.28 -2.00 1.76
H26 0.92 -2.19 3.14
O8 0.64 -2.68 2.35
H27 -0.81 -0.49 -2.23
H28 -1.00 -1.90 -2.72
O9 -0.56 -1.41 -2.02
H29 -3.95 -0.93 -0.03
H30 -4.28 0.01 1.19
O10 -4.48 -0.19 0.27
H31 -1.35 3.17 2.87
H32 -0.09 2.49 2.82
O11 -0.45 3.35 3.05
H33 -0.48 1.67 -3.54
H34 0.32 0.36 -3.36
O12 -0.49 0.72 -3.67

***

No. 4
Molecular formula: C4H6N2O
Method: DFT, ωB97M-V/def2-TZVPD

## Properties
Total energy   -340.61623 a.u.
HOMO-LUMO gap   8.0 eV
F_max   0.0576 Eh/bohr
ΔE to the lowest compared entry with this formula, charge and spin   112.1 kcal/mol
LUMO   0.774 eV

Element x y z (Å)
O1 0.14 1.20 -2.13
C1 -0.05 0.61 -0.98
C2 0.64 1.02 0.25
N1 1.32 -0.24 0.77
C3 -0.02 0.09 1.23
C4 -0.80 -0.98 0.47
N2 -0.93 -0.36 -0.87
H1 0.78 1.91 -1.93
H2 2.10 -0.07 1.38
H3 -0.24 0.35 2.27
H4 0.19 -1.57 0.41
H5 -1.80 -1.29 0.83
H6 -1.41 -0.77 -1.65

***

No. 5
Molecular formula: C25H39N3O2PdSSb
Method: DFT, ωB97M-V/def2-TZVPD

## Properties
Total energy   -2056.98113 a.u.
HOMO-LUMO gap   4.7 eV
Total charge   -1
F_max   0.0194 Eh/bohr
ΔE to the lowest compared entry with this formula, charge and spin   28.2 kcal/mol
LUMO   2.707 eV

Element x y z (Å)
Pd1 0.19 -0.02 0.19
C1 0.21 -4.13 1.10
S1 0.01 -2.41 0.35
O1 -0.90 -2.66 -0.79
C2 1.68 -2.60 -0.36
C3 2.82 -2.47 0.42
C4 4.06 -2.74 -0.12
C5 4.17 -3.17 -1.44
C6 3.03 -3.28 -2.23
C7 1.78 -2.99 -1.69
H1 0.40 -4.85 0.30
H2 -0.74 -4.35 1.60
H3 1.02 -4.11 1.82
H4 2.73 -2.19 1.47
H5 4.96 -2.64 0.48
H6 5.14 -3.41 -1.86
H7 3.11 -3.62 -3.25
H8 0.87 -3.07 -2.26
C8 0.39 4.65 0.87
Sb1 -0.10 2.66 0.07
C9 0.15 3.42 -1.96
C10 -2.21 3.19 0.05
H9 -0.25 5.39 0.38
H10 1.43 4.90 0.67
H11 0.22 4.70 1.94
H12 -0.06 4.49 -1.97
H13 -0.57 2.91 -2.61
H14 1.16 3.25 -2.33
H15 -2.40 3.87 -0.78
H16 -2.46 3.68 0.99
H17 -2.81 2.29 -0.06
C11 0.12 -0.06 2.71
C12 -1.25 -0.11 3.06
C13 -1.93 -1.34 3.30
C14 -3.24 -1.37 3.74
C15 -3.97 -0.19 3.95
C16 -3.34 1.03 3.67
C17 -2.03 1.07 3.24
H18 0.68 -0.95 2.99
H19 0.61 0.88 2.93
H20 -1.39 -2.26 3.13
H21 -3.70 -2.33 3.95
H22 -4.97 -0.22 4.36
H23 -3.89 1.95 3.82
H24 -1.56 2.03 3.05
N1 -5.11 -0.55 -0.18
C18 -4.13 -0.30 -1.07
C19 -2.77 -0.19 -0.66
N2 -1.81 0.04 -1.54
C20 -2.18 0.15 -2.83
C21 -3.50 0.05 -3.21
N3 -4.48 -0.16 -2.35
H25 -4.94 -0.50 0.81
H26 -6.05 -0.51 -0.52
H27 -2.49 -0.30 0.38
H28 -1.39 0.33 -3.55
H29 -3.79 0.15 -4.25
C22 4.07 1.12 0.91
C23 4.14 0.93 -0.60
O2 2.82 0.90 -1.10
C24 2.71 0.34 -2.39
C25 1.24 0.07 -2.72
H30 5.00 0.79 1.40
H31 3.23 0.54 1.29
H32 3.89 2.16 1.16
H33 4.65 -0.02 -0.83
H34 4.70 1.74 -1.08
H35 3.28 -0.60 -2.42
H36 3.16 1.03 -3.11
H37 0.65 -0.20 -1.81
H38 1.16 -0.77 -3.42
H39 0.78 0.95 -3.16

***

No. 6
Molecular formula: C8H8F4N2O2
Method: DFT, ωB97M-V/def2-TZVPD

## Properties
Total energy   -968.93304 a.u.
HOMO-LUMO gap   5.3 eV
F_max   0.0667 Eh/bohr
ΔE to the lowest compared entry with this formula, charge and spin   17.6 kcal/mol
LUMO   -2.485 eV

Element x y z (Å)
O1 0.17 -4.27 2.17
C1 0.12 -3.07 1.87
C2 -1.12 -2.34 1.67
F1 -2.23 -3.07 1.84
C3 -1.18 -1.00 1.43
F2 -2.38 -0.38 1.42
C4 0.00 -0.11 1.39
O2 -0.04 1.12 1.62
C5 1.24 -0.91 1.38
F3 2.38 -0.18 1.29
C6 1.29 -2.25 1.64
F4 2.46 -2.89 1.77
C7 0.42 0.23 -2.11
N1 0.19 0.87 -0.81
N2 -0.56 2.02 -0.78
C8 -0.60 2.97 -1.86
H1 1.43 -0.19 -2.06
H2 -0.34 -0.55 -2.29
H3 0.39 0.95 -2.93
H4 1.09 0.96 -0.36
H5 -0.85 2.34 0.15
H6 -1.63 3.29 -2.01
H7 -0.02 3.87 -1.62
H8 -0.24 2.57 -2.82

***

No. 7
Molecular formula: C7H10O2
Method: DFT, ωB97M-V/def2-TZVPD

## Properties
Total energy   -423.18591 a.u.
HOMO-LUMO gap   8.9 eV
F_max   0.0121 Eh/bohr
ΔE to the lowest compared entry with this formula, charge and spin   8.8 kcal/mol
LUMO   -0.341 eV

Element x y z (Å)
C1 3.46 0.47 -0.03
C2 2.27 -0.45 0.01
O1 2.34 -1.65 0.04
C3 0.90 0.28 0.02
O2 0.86 1.50 0.03
C4 -0.23 -0.62 0.01
C5 -1.52 -0.22 0.00
C6 -1.92 1.21 0.01
C7 -2.63 -1.22 -0.01
H1 3.14 1.50 -0.05
H2 4.08 0.28 0.85
H3 4.05 0.24 -0.91
H4 0.01 -1.67 0.00
H5 -3.00 1.32 -0.01
H6 -1.48 1.73 -0.83
H7 -1.53 1.70 0.90
H8 -3.26 -1.08 0.87
H9 -3.26 -1.07 -0.89
H10 -2.26 -2.24 -0.02

***

No. 8
Molecular formula: C2H6IN3S
Method: DFT, ωB97M-V/def2-TZVPD

## Properties
Total energy   -939.81933 a.u.
HOMO-LUMO gap   8.4 eV
F_max   0.1021 Eh/bohr
ΔE to the lowest compared entry with this formula, charge and spin   82.3 kcal/mol
LUMO   -0.046 eV

Element x y z (Å)
C1 0.91 1.10 1.35
C2 0.07 -0.29 -1.06
N1 -0.38 -2.48 -0.52
N2 -0.42 -1.28 -0.16
N3 -0.76 0.77 -1.13
S1 1.59 -0.05 0.11
I1 -2.52 0.70 -0.23
H1 1.53 1.20 2.25
H2 0.01 0.61 1.79
H3 0.83 2.01 0.96
H4 0.30 -0.80 -2.00
H5 -0.60 -3.17 0.15
H6 -0.57 1.67 -1.51

***

> Which of these has the highest ΔE to the lowest compared entry with this formula, charge and spin?

C6H9NO